Density functional theory data (ωB97M-V with the def2-TZVPD basis set) for 5 unconnected molecules or ions with the total composition C5H5Cl15.

Geometry as XYZ:
```
25
C5H5Cl15 ωB97M-V with the def2-TZVPD basis set
Cl 5.82192 -6.71299 -4.17807
C 4.89008 -7.29521 -2.71856
Cl 5.80052 -7.52911 -1.25878
Cl 4.01121 -8.86066 -3.10317
H 4.21459 -6.46560 -2.50982
Cl -1.99546 -0.83371 1.64695
C -1.23203 -0.02113 0.24932
Cl -2.54317 0.91409 -0.57247
Cl -0.34506 -1.08700 -0.87785
H -0.53664 0.72894 0.62606
Cl -8.48775 0.73173 -4.28520
C -7.36712 0.69961 -5.62544
Cl -8.03890 1.06214 -7.21668
Cl -6.50958 -0.80350 -5.62093
H -6.60739 1.45084 -5.40967
Cl -0.63771 6.61208 2.10105
C -2.23721 7.22418 2.72539
Cl -2.16082 8.86825 3.29415
Cl -2.77917 6.17705 4.07081
H -3.01403 7.33805 1.96929
Cl 4.42664 0.29229 4.75414
C 6.02609 -0.34733 5.30620
Cl 6.38379 -1.96967 4.53525
Cl 6.04139 -0.42525 7.11910
H 6.87573 0.25187 4.97882
```

Calculated values
- Energy relative to the best compared isomer or geometry (same formula, charge and spin): 108.2 kJ/mol
- Structure (SMILES): ClC(Cl)Cl.ClC(Cl)Cl.ClC(Cl)Cl.ClC(Cl)Cl.ClC(Cl)Cl
- E: -193101.1303 eV
- E_HOMO: -11.1629 eV
- HOMO-LUMO gap: 11.310 eV
- Multiplicity: 1